(1)
The following is a DFT calculation (wB97M-V/def2-TZVPD) of C3H6O2Si in the gas phase.

```
! RIJCOSX wB97M-V def2-TZVPD def2/J DEFGRID3
* xyz 0 1
Si 1.8078 0.7439 0.2241
C 0.8091 -0.7505 -0.2414
O 0.0206 -1.3294 0.9135
C -0.9501 -0.7869 0.0955
C -1.9989 0.1733 -0.0149
O -1.9809 -1.1294 -0.7180
H 0.8387 1.7288 -0.0650
H 2.5709 0.8113 -1.0003
H 2.2847 0.7592 1.5854
H 1.1596 -1.5878 -0.9660
H -2.7113 0.2838 0.7445
H -1.8503 1.0837 -0.5574
*
```

- calculated total energy (Eh) = -557.68893
- SMILES string = [SiH3][C@H]1O[C@@]12CO2
- relative energy (zero: lowest compared OMol25 entry of this formula, charge and spin) (kcal/mol) = 137.87
- LUMO energy (eV) = 0.95

(2)
The following is a DFT calculation (wB97M-V/def2-TZVPD) of 2 unconnected molecules or ions with the total composition C3H6O3.

```
! RIJCOSX wB97M-V def2-TZVPD def2/J DEFGRID3
* xyz 0 1
O 1.7734 0.9898 0.3173
C 0.7038 0.7451 0.8313
C -0.3136 -0.1557 0.2150
C -1.3176 -0.8410 1.0393
O -1.6408 0.3535 0.3695
H 0.3947 1.2274 1.7793
H -0.0561 -0.5403 -0.7696
H -1.7724 -1.7466 0.6385
H -1.2954 -0.7717 2.1238
O 1.2337 -0.1044 -2.3656
H 0.6107 0.5933 -2.6006
H 1.6796 0.2506 -1.5783
*
```

- calculated total energy (Eh) = -343.56711
- SMILES string = O=C[C@H]1CO1.O
- relative energy (zero: lowest compared OMol25 entry of this formula, charge and spin) (kcal/mol) = 54.87
- LUMO energy (eV) = 0.44

(3)
The following is a DFT calculation (wB97M-V/def2-TZVPD) of a molecular structure, C3H6O3.

```
! RIJCOSX wB97M-V def2-TZVPD def2/J DEFGRID3
* xyz 0 1
C -1.0317 -0.6900 -0.1161
C -0.3071 1.1001 0.3816
C 1.3295 -0.3322 -0.2701
H -1.6071 -1.1147 0.8066
H -1.2992 -1.3045 -0.9891
H -0.4699 2.3057 0.3801
H -0.4521 0.6662 1.4819
H 1.2756 -0.6149 -1.2937
H 2.4065 -0.6046 -0.0856
O -1.1522 0.6403 -0.5479
O 1.0625 1.0161 -0.1125
O 0.2452 -1.0674 0.3648
*
```

- calculated total energy (Eh) = -343.51653
- relative energy (zero: lowest compared OMol25 entry of this formula, charge and spin) (kcal/mol) = 86.61
- LUMO energy (eV) = 0.95

(4)
The following is a DFT calculation (wB97M-V/def2-TZVPD) of C3H6O3 in the gas phase.

```
! RIJCOSX wB97M-V def2-TZVPD def2/J DEFGRID3
* xyz 0 1
O 1.0292 1.4359 -0.4303
C 1.3291 0.4955 -1.1404
O 0.9633 -0.7623 -0.8594
C 0.2327 -0.8582 0.4474
C -1.1875 -0.2844 0.4291
O -1.2877 1.0835 0.7019
H 1.8671 1.0736 -1.9088
H 0.1957 -1.9292 0.6684
H 0.8242 -0.3561 1.2195
H -1.6553 -0.5640 -0.5295
H -1.7628 -0.7851 1.2195
H -0.5722 1.5187 0.2098
*
```

- calculated total energy (Eh) = -343.58316
- SMILES string = O=COCCO
- relative energy (zero: lowest compared OMol25 entry of this formula, charge and spin) (kcal/mol) = 44.80
- LUMO energy (eV) = 0.89

HOMO readings, ordered: -8.918; -10.487; -10.002; -10.133 eV